1.
Formula: C48H118N16O12P2
Source: the OMol25 dataset
Level of theory: ωB97M-V with the def2-TZVPD basis set

Each line ends with the Löwdin charge.
Atoms and positions in Å:
C 1.432 -4.192 -2.814  -0.2969
O 1.329 -5.432 -2.712  -0.0338
N 1.461 -3.416 -1.678  -0.1618
C 1.811 -2.003 -1.709  -0.0762
C 1.302 -4.001 -0.280  0.0082
H 1.597 -3.653 -3.759  0.1321
H 2.713 -1.974 -1.098  0.0839
H 1.134 -1.274 -1.262  0.0513
H 2.111 -1.714 -2.716  0.0840
H 0.480 -3.504 0.236  0.0570
H 1.074 -5.064 -0.354  0.0816
H 2.230 -3.867 0.276  0.0786
C -1.601 -6.567 -0.662  -0.3887
O -1.649 -6.241 0.466  0.0571
N -1.939 -5.791 -1.697  -0.1534
C -1.505 -6.218 -3.086  -0.0458
C -2.343 -4.426 -1.653  -0.0709
H -1.357 -7.555 -1.083  0.1404
H -1.013 -5.493 -3.734  0.0653
H -2.459 -6.263 -3.612  0.0758
H -0.991 -7.178 -3.134  0.0902
H -3.394 -4.279 -1.898  0.0769
H -2.255 -4.075 -0.624  0.0772
H -1.757 -3.764 -2.291  0.0709
C -1.207 3.948 4.873  -0.3219
O -0.099 4.209 4.407  0.0120
N -1.876 2.761 4.716  -0.1599
C -3.176 2.439 5.356  -0.0761
C -1.216 1.563 4.068  -0.0113
H -1.800 4.675 5.448  0.1343
H -3.962 1.957 4.774  0.0730
H -3.645 3.334 5.767  0.0821
H -3.019 1.806 6.230  0.0864
H -2.003 0.844 3.840  0.0523
H -0.832 1.826 3.083  0.0667
H -0.537 1.047 4.747  0.1038
C -1.600 6.578 -1.633  -0.2783
O -1.485 7.035 -0.456  -0.0244
N -0.850 5.569 -2.175  -0.1649
C -1.111 5.068 -3.505  -0.0677
C 0.115 4.772 -1.444  -0.0369
H -2.211 7.009 -2.441  0.1343
H -1.352 4.006 -3.543  0.0488
H -0.380 5.231 -4.296  0.0807
H -2.019 5.462 -3.963  0.0875
H 1.044 4.659 -2.003  0.0900
H 0.258 5.216 -0.459  0.0951
H -0.164 3.734 -1.259  0.0569
C -1.760 -3.881 2.938  -0.3214
O -1.095 -3.228 2.182  0.0213
N -2.473 -3.390 3.986  -0.2176
C -3.213 -4.159 4.900  -0.0780
C -2.141 -2.090 4.473  -0.0774
H -1.934 -4.968 2.966  0.1437
H -2.587 -4.918 5.370  0.1008
H -4.069 -4.641 4.429  0.0935
H -3.628 -3.613 5.747  0.0988
H -1.447 -2.042 5.312  0.1065
H -1.745 -1.361 3.766  0.0559
H -3.096 -1.691 4.816  0.0786
C -6.321 -0.567 3.266  -0.3258
O -7.438 0.025 3.333  -0.0262
N -5.739 -0.984 2.159  -0.1621
C -4.598 -1.936 2.252  -0.0230
C -6.252 -0.715 0.829  -0.0546
H -5.708 -0.879 4.126  0.1324
H -4.598 -2.767 2.958  0.0822
H -3.627 -1.442 2.262  0.0622
H -4.604 -2.438 1.284  0.0890
H -7.084 -0.011 0.816  0.0990
H -5.410 -0.342 0.246  0.0578
H -6.613 -1.568 0.254  0.0863
C 2.796 2.719 3.386  -0.3518
O 3.318 1.883 4.159  -0.0379
N 3.348 3.487 2.475  -0.1487
C 2.657 4.390 1.590  -0.0729
C 4.843 3.575 2.457  -0.0050
H 1.700 2.768 3.294  0.1006
H 2.815 4.247 0.521  0.0666
H 2.987 5.415 1.760  0.0928
H 1.576 4.459 1.714  0.0755
H 5.119 4.614 2.638  0.0854
H 5.369 3.009 3.226  0.0836
H 5.148 3.319 1.442  0.0755
C -4.535 2.626 0.617  -0.2540
O -4.046 2.147 -0.426  -0.0682
N -3.966 3.757 1.168  -0.1484
C -4.407 4.389 2.481  -0.0009
C -2.806 4.396 0.624  -0.0600
H -5.389 2.265 1.211  0.1385
H -3.809 3.979 3.294  0.0579
H -5.443 4.173 2.741  0.0864
H -4.469 5.476 2.421  0.0968
H -2.472 3.993 -0.332  0.0661
H -3.094 5.426 0.412  0.0887
H -1.939 4.266 1.272  0.1074
C -0.175 1.584 0.388  -0.3412
O 0.662 2.304 0.870  0.0150
N -0.242 0.218 0.568  -0.1395
C 0.711 -0.490 1.404  -0.0385
C -1.431 -0.485 0.063  -0.0390
H -1.053 2.028 -0.106  0.1157
H 1.214 -1.265 0.826  0.0583
H 0.198 -0.995 2.223  0.0668
H 1.488 0.089 1.902  0.0993
H -1.221 -1.470 -0.354  0.0801
H -2.176 -0.662 0.839  0.0698
H -1.904 0.132 -0.701  0.0439
O 4.998 4.373 -2.555  -0.3104
P 4.516 3.107 -3.222  0.6317
N 5.718 2.406 -4.175  -0.3432
C 6.529 3.281 -4.994  -0.1049
C 5.680 1.054 -4.738  -0.0906
N 3.153 3.343 -4.279  -0.3105
C 2.407 2.223 -4.847  -0.1230
C 3.006 4.726 -4.767  -0.1026
N 4.014 1.833 -2.120  -0.2958
C 2.662 1.874 -1.547  -0.1085
C 5.034 1.193 -1.294  -0.1012
H 7.344 2.742 -5.476  0.0845
H 6.911 3.998 -4.266  0.0822
H 5.839 3.716 -5.716  0.0775
H 6.483 0.921 -5.462  0.0798
H 4.786 1.171 -5.350  0.0606
H 5.649 0.276 -3.975  0.0749
H 2.422 2.347 -5.930  0.0885
H 2.820 1.307 -4.424  0.0630
H 1.402 2.276 -4.428  0.0493
H 3.416 5.452 -4.065  0.0770
H 3.473 4.805 -5.749  0.0735
H 1.938 4.879 -4.924  0.0556
H 2.318 0.930 -1.124  0.0705
H 2.573 2.713 -0.857  0.0563
H 1.903 2.069 -2.305  0.0485
H 4.937 0.125 -1.491  0.0695
H 4.827 1.487 -0.265  0.0768
H 5.994 1.525 -1.690  0.0793
O 5.396 -2.177 5.957  -0.3055
P 5.107 -2.864 4.650  0.5743
N 3.461 -3.312 4.617  -0.3034
C 2.831 -3.807 5.861  -0.1017
C 2.426 -2.993 3.526  -0.0722
N 5.965 -4.268 4.388  -0.3081
C 5.617 -5.359 3.448  -0.1158
C 7.232 -4.618 5.082  -0.0923
N 5.420 -1.817 3.296  -0.2785
C 5.510 -2.280 1.902  -0.1275
C 5.884 -0.420 3.536  -0.1033
H 2.223 -4.673 5.598  0.0718
H 2.193 -2.999 6.219  0.0782
H 3.677 -3.980 6.526  0.0733
H 1.904 -2.062 3.741  0.0668
H 1.694 -3.800 3.562  0.0645
H 2.845 -2.926 2.522  0.0416
H 6.316 -5.210 2.625  0.0766
H 5.674 -6.406 3.746  0.0792
H 4.558 -5.195 3.251  0.0607
H 6.986 -4.787 6.130  0.0785
H 7.766 -5.478 4.679  0.0780
H 7.888 -3.750 5.015  0.0763
H 6.559 -2.485 1.684  0.0801
H 4.945 -3.192 1.712  0.0479
H 5.087 -1.552 1.209  0.0661
H 6.317 -0.352 4.534  0.0679
H 5.126 0.358 3.445  0.0491
H 6.760 -0.111 2.966  0.0743
C -6.412 -0.394 -2.750  0.0051
C -5.323 -0.622 -3.883  -0.3761
C -5.689 0.299 -5.113  -0.1044
C -4.539 0.411 -6.124  -0.1803
C -3.302 0.897 -5.504  -0.1609
C -2.861 0.306 -4.172  -0.3791
N -4.082 -0.048 -3.323  0.0753
O -3.806 -0.390 -2.051  0.0699
C -2.065 -1.017 -4.347  0.0188
C -2.029 1.445 -3.482  -0.0031
C -5.187 -2.166 -4.265  0.0185
H -6.326 0.629 -2.383  0.0939
H -6.253 -1.143 -1.973  0.0655
H -7.431 -0.506 -3.119  0.1037
H -6.591 0.062 -5.678  0.1320
H -5.923 1.277 -4.691  0.1233
H -4.892 1.088 -6.902  0.1346
H -4.345 -0.600 -6.482  0.1168
H -3.174 1.979 -5.539  0.1295
H -2.599 0.532 -6.252  0.1337
H -1.090 -1.003 -4.835  0.1107
H -1.948 -1.425 -3.343  0.0721
H -2.687 -1.791 -4.796  0.0706
H -2.688 2.171 -3.006  0.0913
H -1.375 0.938 -2.772  0.0738
H -1.327 1.971 -4.131  0.0790
H -4.843 -2.739 -3.404  0.0748
H -4.600 -2.466 -5.133  0.0754
H -6.153 -2.637 -4.449  0.0995
H -4.063 0.346 -1.489  0.0785

The gap between HOMO and LUMO (alpha / beta) is 7.030 / 2.830 eV. The expectation value of S² is 0.754. The spin multiplicity is 2. The HOMO energy (alpha / beta) is -9.273 / -9.273 eV. The net charge is +1.



2.
Formula: C56H56GeO8PSnTe
Source: the OMol25 dataset
Level of theory: ωB97M-V with the def2-TZVPD basis set

Each line ends with the Löwdin charge.
Atoms and positions in Å:
Sn -0.709 -0.936 -0.694  1.0591
O 1.376 -3.003 1.442  -0.0144
C 0.377 -2.807 2.136  -0.7039
O -0.827 -2.768 1.750  -0.1284
C 0.598 -2.645 3.629  -0.1253
C 0.754 -3.779 4.396  -0.0384
C 1.171 -3.712 5.731  -0.1028
C 1.480 -2.487 6.303  -0.0927
C 1.291 -1.341 5.514  -0.1049
C 0.805 -1.365 4.233  -0.2951
P 0.376 0.153 3.260  1.1550
C -1.339 0.564 3.849  -0.3736
C -1.951 -0.121 4.895  -0.0975
C -3.243 0.190 5.270  -0.1040
C -3.986 1.104 4.538  -0.0980
C -3.376 1.812 3.503  -0.0861
C -2.058 1.518 3.157  -0.0948
C 1.270 1.459 4.214  -0.3539
C 0.647 2.082 5.323  -0.0877
C 1.315 3.045 6.049  -0.1085
C 2.570 3.458 5.673  -0.1217
C 3.141 2.897 4.554  -0.0952
C 2.509 1.900 3.825  -0.0878
H 0.639 -4.772 3.944  0.1213
H 1.368 -4.646 6.232  0.0853
H 1.796 -2.424 7.352  0.0935
H 1.504 -0.388 5.911  0.0772
H -1.468 -0.870 5.492  0.0987
H -3.738 -0.354 6.084  0.1004
H -5.052 1.278 4.806  0.1031
H -3.867 2.541 2.885  0.0578
H -1.568 2.068 2.382  0.0827
H -0.308 1.756 5.699  0.0932
H 0.836 3.528 6.895  0.0953
H 3.080 4.251 6.175  0.0854
H 4.165 3.216 4.304  0.1053
H 2.996 1.513 2.960  0.0787
O 0.740 2.446 -0.292  -0.0451
C 1.285 2.740 -1.561  -0.3371
C 1.070 1.524 -2.537  -0.5714
O 1.793 1.442 -3.530  0.0404
O 0.179 0.695 -2.121  -0.2382
C 2.761 3.022 -1.429  -0.1567
C 3.380 2.410 -0.342  -0.0005
C 4.748 2.603 -0.155  -0.0748
C 5.483 3.406 -1.043  -0.1107
C 4.840 3.945 -2.141  -0.0931
C 3.455 3.781 -2.325  -0.0191
C 0.547 3.994 -2.102  -0.1325
C -0.050 3.986 -3.367  -0.0172
C -0.649 5.146 -3.821  -0.0921
C -0.624 6.348 -3.103  -0.1104
C 0.003 6.346 -1.872  -0.0945
C 0.571 5.172 -1.350  -0.0157
H 0.091 1.730 -0.431  0.0236
H 2.852 1.834 0.408  0.1032
H 5.205 2.158 0.716  0.0927
H 6.536 3.624 -0.812  0.0929
H 5.385 4.489 -2.857  0.0736
H 2.989 4.254 -3.208  0.1318
H -0.021 3.072 -3.936  0.1107
H -1.053 5.111 -4.831  0.0945
H -1.114 7.209 -3.510  0.0827
H 0.060 7.274 -1.331  0.0869
H 0.957 5.115 -0.362  0.1121
O -3.430 -1.876 2.078  -0.0941
H -2.513 -2.182 2.063  -0.0299
H -3.456 -1.428 1.212  0.0111
O 3.267 -0.777 1.614  -0.1112
H 2.543 -1.455 1.570  0.0058
H 3.320 -0.515 0.665  0.0360
C -3.532 5.029 0.851  -0.4473
Te -3.268 3.284 -0.444  1.1449
C -5.023 2.276 0.185  -0.4657
H -4.498 5.544 0.625  0.0023
H -2.684 5.682 0.658  -0.0234
H -3.519 4.743 1.866  -0.0456
H -5.004 2.149 1.275  -0.0223
H -4.940 1.284 -0.216  -0.0260
H -5.930 2.779 -0.147  -0.0054
C -4.098 0.439 -2.978  -0.1046
O -3.151 0.283 -1.893  -0.2972
C -2.536 -0.944 -1.792  -0.5170
C -3.334 -2.050 -2.391  -0.1419
H -5.020 -0.123 -2.879  0.0725
H -3.667 0.115 -3.911  0.0738
H -4.292 1.515 -3.077  0.0720
H -4.399 -1.873 -2.161  0.0717
H -2.973 -2.976 -1.959  0.0553
H -3.322 -2.142 -3.475  0.0640
C -0.984 -7.237 -0.912  -0.1071
C -0.015 -7.013 -1.915  -0.0905
C 0.409 -5.719 -2.211  -0.1345
C -0.166 -4.637 -1.562  -0.3002
C -1.161 -4.867 -0.596  -0.1015
C -1.519 -6.156 -0.243  -0.0945
Ge 0.257 -2.842 -2.205  0.8618
C -0.469 -2.602 -4.007  -0.2950
C -0.677 -1.329 -4.586  -0.1045
C -1.358 -1.205 -5.779  -0.1174
C -1.867 -2.292 -6.487  -0.1158
C -1.650 -3.546 -5.926  -0.1127
C -0.983 -3.704 -4.699  -0.1115
C 2.198 -2.630 -2.258  -0.2900
C 2.912 -1.823 -3.145  -0.1011
C 4.294 -1.685 -3.008  -0.1005
C 5.022 -2.317 -1.997  -0.1109
C 4.308 -3.124 -1.116  -0.1161
C 2.936 -3.285 -1.218  -0.1115
H -1.320 -8.213 -0.766  0.0651
H 0.357 -7.885 -2.408  0.0780
H 1.237 -5.570 -2.859  0.0917
H -1.611 -4.060 -0.069  0.0678
H -2.225 -6.297 0.605  0.1129
H -0.302 -0.418 -4.094  0.0908
H -1.524 -0.196 -6.137  0.0947
H -2.354 -2.135 -7.430  0.0802
H -2.040 -4.428 -6.449  0.0889
H -0.813 -4.684 -4.298  0.0724
H 2.412 -1.245 -3.882  0.0790
H 4.795 -0.942 -3.594  0.0854
H 6.072 -2.131 -1.815  0.0855
H 4.847 -3.507 -0.251  0.0976
H 2.450 -3.849 -0.447  0.0723

The gap between HOMO and LUMO (alpha / beta) is 4.625 / 5.159 eV. The expectation value of S² is 0.756. The spin multiplicity is 2. The HOMO energy (alpha / beta) is -1.113 / -1.647 eV. The net charge is -2.



3.
Formula: C43H44Cl2NOSi
Source: the OMol25 dataset
Level of theory: ωB97M-V with the def2-TZVPD basis set

Each line ends with the Löwdin charge.
Atoms and positions in Å:
Cl 5.949 -6.523 -0.347  0.7631
C 4.813 -5.421 0.300  -0.6419
C 5.217 -4.138 0.706  -0.0574
C 4.274 -3.224 1.161  0.0125
C 2.894 -3.545 1.201  -0.1972
C 1.888 -2.543 1.485  0.0454
C 0.521 -2.924 1.460  -0.1012
C -0.438 -2.669 2.424  0.0550
C -1.707 -3.358 2.469  -0.2017
C -2.759 -2.912 3.309  -0.0152
C -4.032 -3.464 3.240  -0.0741
C -4.278 -4.530 2.357  -0.6575
Cl -5.859 -5.157 2.197  0.7466
C -3.234 -5.062 1.584  -0.0743
C -1.961 -4.502 1.665  -0.0042
C 2.536 -4.897 0.914  0.0138
C 3.471 -5.808 0.437  -0.0691
H 6.267 -3.872 0.639  0.1200
H 4.591 -2.230 1.476  0.0984
H 2.188 -1.618 1.990  0.1388
H 0.217 -3.544 0.602  0.1010
H -0.206 -1.944 3.211  0.1327
H -2.554 -2.100 4.007  0.1110
H -4.845 -3.073 3.846  0.1171
H -3.432 -5.904 0.927  0.1148
H -1.142 -4.965 1.110  0.1102
H 1.508 -5.234 1.064  0.1155
H 3.166 -6.813 0.166  0.1167
C -3.131 4.173 -3.315  -0.1479
Si -3.617 3.128 -1.861  0.3752
C -3.873 4.182 -0.360  -0.1482
C -5.124 2.102 -2.204  -0.1529
O -2.418 2.018 -1.609  -0.1670
C -1.178 1.740 -0.986  -0.3335
C -0.337 3.025 -1.048  -0.1659
C -0.509 3.966 -0.030  -0.0506
C 0.180 5.182 -0.067  -0.0533
C 0.992 5.481 -1.163  -0.0743
C 1.090 4.579 -2.225  -0.0674
C 0.398 3.360 -2.189  -0.0348
C -1.415 1.230 0.443  -0.1338
C -2.610 0.575 0.744  -0.0116
C -2.892 0.230 2.066  -0.0729
C -1.959 0.487 3.071  -0.1110
C -0.705 1.006 2.744  -0.0709
C -0.448 1.409 1.435  -0.0422
C -0.639 0.522 -1.800  -0.1707
C -1.691 -0.579 -2.119  -0.0961
C -1.139 -1.871 -1.527  -0.1398
C 0.369 -1.622 -1.493  -0.1345
N 0.441 -0.215 -1.161  -0.0566
C 1.545 0.379 -0.655  -0.0824
C 2.717 -0.227 -0.257  -0.0473
C 3.932 0.591 -0.251  -0.2198
C 5.005 0.419 0.666  -0.0537
C 6.164 1.197 0.583  -0.0872
C 6.253 2.249 -0.343  -0.0879
C 5.175 2.492 -1.208  -0.0783
C 4.053 1.664 -1.181  -0.0400
H -3.955 4.853 -3.576  0.0415
H -2.244 4.774 -3.082  0.0314
H -2.906 3.548 -4.190  0.0403
H -4.837 4.702 -0.461  0.0442
H -3.897 3.571 0.551  0.0369
H -3.079 4.931 -0.265  0.0285
H -5.960 2.750 -2.503  0.0414
H -4.939 1.377 -3.006  0.0390
H -5.424 1.551 -1.303  0.0332
H -1.195 3.760 0.794  0.1206
H 0.066 5.879 0.768  0.1131
H 1.535 6.428 -1.186  0.1088
H 1.704 4.818 -3.097  0.1100
H 0.408 2.689 -3.054  0.1176
H -3.345 0.392 -0.042  0.1105
H -3.848 -0.244 2.294  0.1079
H -2.200 0.271 4.114  0.1049
H 0.071 1.119 3.504  0.1111
H 0.503 1.892 1.201  0.1160
H -0.288 0.910 -2.775  0.1427
H -2.694 -0.335 -1.761  0.0989
H -1.731 -0.648 -3.217  0.1281
H -1.511 -1.994 -0.498  0.1014
H -1.412 -2.767 -2.086  0.1168
H 0.918 -2.257 -0.799  0.0793
H 0.811 -1.792 -2.492  0.1444
H 1.476 1.469 -0.603  0.1129
H 2.796 -1.298 -0.078  0.0589
H 4.896 -0.307 1.474  0.0810
H 7.006 1.002 1.255  0.1047
H 7.144 2.880 -0.385  0.1039
H 5.208 3.332 -1.906  0.1063
H 3.242 1.848 -1.891  0.1025

Its energy relative to the best compared isomer or geometry (same formula, charge and spin) is 0.0000 eV. The gap between HOMO and LUMO is 3.969 eV. The HOMO energy is -9.505 eV. The net charge is +1.



4.
Formula: C11H21NO5S2
Source: the OMol25 dataset
Level of theory: ωB97M-V with the def2-TZVPD basis set

Each line ends with the Löwdin charge.
Atoms and positions in Å:
C 4.193 2.193 -0.996  0.0215
C 4.553 1.264 0.128  -0.5017
O 5.122 1.668 1.137  0.0853
O 4.222 -0.031 -0.087  -0.0041
C 3.810 -0.753 1.072  -0.1809
C 3.864 -2.234 0.800  -0.1558
C 3.021 -2.670 -0.405  -0.1603
C 1.645 -3.152 -0.021  -0.2428
O 0.774 -2.002 0.105  -0.3300
S -0.600 -2.322 0.908  0.9205
O -1.044 -3.631 0.489  -0.3807
O -1.461 -1.243 0.035  -0.3477
C -2.855 -1.377 0.363  -0.3087
C -3.585 -0.138 -0.091  -0.2326
C -2.975 1.192 0.359  -0.5338
S -2.145 1.160 1.986  0.7254
H 3.858 1.679 -1.885  0.0802
H 5.081 2.777 -1.199  0.0867
H 3.452 2.892 -0.635  0.0899
H 4.448 -0.543 1.922  0.1219
H 2.801 -0.460 1.348  0.1314
H 3.511 -2.727 1.699  0.1169
H 4.893 -2.541 0.647  0.1166
H 3.501 -3.523 -0.875  0.1156
H 2.962 -1.894 -1.158  0.1180
H 1.663 -3.682 0.927  0.1109
H 1.245 -3.831 -0.762  0.1158
H -3.260 -2.231 -0.165  0.1177
H -3.005 -1.502 1.429  0.0947
H -4.584 -0.205 0.327  0.1148
H -3.697 -0.125 -1.171  0.1146
H -3.789 1.893 0.473  0.0273
H -2.254 1.590 -0.340  0.0641
H -3.224 1.335 2.756  -0.1411
C -4.726 4.120 -1.815  -0.0648
C -5.613 3.361 -0.946  -0.2907
N -6.299 2.754 -0.256  0.1387
H -4.662 3.639 -2.788  0.0842
H -5.109 5.131 -1.941  0.0830
H -3.732 4.168 -1.374  0.0802

Its energy relative to the best compared isomer or geometry (same formula, charge and spin) is 0.0000 eV. The gap between HOMO and LUMO is 9.612 eV. The HOMO energy is -9.138 eV.